Computed, not measured: 2 unconnected molecules or ions with the total composition C17H18BCl3O2S, with wB97M-V/def2-TZVPD.

Computed properties:
**HOMO-LUMO gap**: 6.7 eV
**M**: 403.6 g/mol

Geometry (Å):
Cl (4.353, -2.561, 2.653)
B (3.616, -0.871, 2.436)
Cl (3.639, 0.154, 4.002)
Cl (4.491, 0.100, 1.096)
O (2.201, -1.087, 2.043)
C (1.278, -0.225, 1.864)
C (-0.092, -0.600, 2.083)
C (-1.086, 0.399, 2.170)
C (-2.418, 0.041, 2.314)
C (-2.772, -1.316, 2.376)
C (-1.781, -2.305, 2.335)
C (-0.447, -1.962, 2.219)
H (1.516, 0.826, 1.623)
H (-0.768, 1.443, 2.113)
H (-3.180, 0.821, 2.386)
H (-3.822, -1.594, 2.432)
H (-2.055, -3.362, 2.405)
H (0.350, -2.704, 2.190)
C (2.788, 2.031, -3.109)
S (2.539, 1.189, -1.505)
C (2.818, 2.643, -0.431)
C (0.850, 1.041, -1.391)
C (0.258, -0.243, -1.191)
C (-1.195, -0.454, -1.551)
C (-2.037, 0.607, -1.910)
C (-3.407, 0.389, -2.119)
C (-3.940, -0.892, -1.970)
C (-3.100, -1.968, -1.644)
C (-1.738, -1.746, -1.440)
O (0.906, -1.172, -0.664)
H (3.854, 2.272, -3.193)
H (2.507, 1.311, -3.883)
H (2.167, 2.933, -3.145)
H (3.898, 2.828, -0.437)
H (2.253, 3.491, -0.837)
H (2.503, 2.382, 0.582)
H (0.283, 1.937, -1.644)
H (-1.601, 1.593, -2.023)
H (-4.037, 1.237, -2.396)
H (-5.012, -1.060, -2.107)
H (-3.507, -2.977, -1.552)
H (-1.072, -2.569, -1.178)

Force components x, y, z for each atom (eV/Å):
-0.2961 0.6453 -0.0397
1.2105 0.1763 0.0600
-0.1678 -0.3102 -0.2780
-0.1392 -0.1536 0.0953
-2.0488 0.8800 -0.0629
1.0695 -0.9963 0.4846
-0.6327 -0.1805 0.0255
0.5954 -0.2720 -0.3188
-0.1603 -0.1054 0.1443
0.4424 0.3811 -0.1911
-0.1658 -0.2349 0.1575
0.2620 0.4586 -0.2039
0.0896 -0.5213 0.1579
-0.2561 -0.2392 -0.0425
0.2225 -0.3405 -0.0708
0.2134 0.0297 0.0710
0.0476 0.4267 -0.0388
-0.3024 0.1131 -0.0491
0.2242 -0.2167 0.3304
-0.8168 0.7174 0.3449
0.6620 -0.2689 -0.4364
-0.6976 -0.0960 -0.3709
0.9003 0.1268 0.4005
-0.4695 -0.0918 0.1832
-0.1544 -0.5680 0.0265
0.4156 0.0676 0.0769
0.1196 -0.1424 0.0549
0.0663 0.4104 -0.1107
0.0037 0.1721 0.0682
-0.4705 0.1087 -0.4495
-0.2283 0.0451 -0.0455
0.0084 0.2075 0.1901
0.1319 -0.2591 -0.0499
-0.2495 0.2035 0.1158
0.1116 -0.2331 0.1694
0.0893 0.0396 -0.3261
0.2150 -0.2806 -0.1084
-0.2988 -0.0191 -0.0226
0.0982 -0.3294 0.1035
0.3845 0.0725 -0.0024
0.1075 0.3227 -0.0237
-0.1364 0.2545 -0.0183

---

Computed, not measured: 2 unconnected molecules or ions with the total composition C4H10NS3, with wB97M-V/def2-TZVPD.

Computed properties:
**HOMO-LUMO gap**: 9.8 eV
**Total charge**: +1
**Energy above the lowest of the compared OMol25 structures with the same formula, charge and spin**: 1.724 eV
**M**: 168.3 g/mol

Geometry (Å):
C (-0.009, 1.667, 0.468)
C (-1.829, 0.009, 1.122)
C (0.453, 0.228, 0.379)
C (1.203, -0.244, -1.479)
N (-0.622, -0.663, 0.623)
S (-1.229, 1.602, 1.766)
S (2.570, -1.208, -1.049)
S (-0.292, -1.023, -2.234)
H (0.814, 2.448, 0.710)
H (-0.401, 2.020, -0.486)
H (-2.728, 0.046, 0.388)
H (-2.097, -0.724, 1.882)
H (1.390, 0.187, 0.849)
H (1.600, 0.689, -1.857)
H (-0.223, -1.395, 1.296)
H (-0.782, -1.267, -0.323)
H (3.121, -1.390, -2.380)
H (0.233, -2.261, -1.830)

Force components x, y, z for each atom (eV/Å):
1.0844 1.2107 -0.7268
-1.7893 -0.4474 0.2472
2.2509 2.0431 -4.3849
-2.7003 1.1671 2.6054
1.9620 -3.4991 -0.4083
-0.8269 -0.1691 0.3628
1.6056 -1.4707 -1.5353
2.0158 -0.9565 0.3496
-1.2009 -1.6904 -0.0653
-0.4410 -0.0175 0.0004
1.9971 0.0777 0.7507
-0.8055 0.8349 0.5416
0.6842 -1.2294 1.4079
-0.9947 0.3021 -0.4731
-1.1965 1.1938 -0.7718
-0.1148 1.4744 0.9442
-0.8263 0.2969 1.9316
-0.7039 0.8793 -0.7759

---

Computed, not measured: a single C4H6N2 molecule, with wB97M-V/def2-TZVPD.

Computed properties:
**HOMO-LUMO gap**: 9.1 eV
**Energy above the lowest of the compared OMol25 structures with the same formula, charge and spin**: 4.671 eV
**M**: 82.1 g/mol

Geometry (Å):
N (-0.348, 1.584, -0.859)
C (0.391, 0.654, 1.208)
C (-0.148, -0.575, 1.408)
C (-0.163, -1.430, 0.215)
C (0.316, -0.753, -0.835)
N (0.598, 0.601, -0.347)
H (-1.245, 1.103, -0.757)
H (-0.358, 2.256, -0.082)
H (-0.565, -0.882, 2.360)
H (-0.516, -2.456, 0.178)
H (0.519, -1.035, -1.860)
H (1.521, 0.932, -0.630)

Force components x, y, z for each atom (eV/Å):
-0.1317 0.0917 -0.0192
-0.1857 -0.4836 -0.0909
0.0810 0.1545 0.1822
0.0832 0.0874 -0.1968
-0.1691 -0.0934 0.2596
0.2317 -0.0180 0.0297
0.0814 0.0632 -0.1327
-0.0082 0.0466 -0.2727
0.1757 -0.0432 -0.0855
0.0991 0.1479 -0.0236
-0.1355 0.1540 0.1503
-0.1219 -0.1071 0.1995

---

Computed, not measured: 2 unconnected molecules or ions with the total composition C2F6N4, with wB97M-V/def2-TZVPD.

Computed properties:
**HOMO-LUMO gap (alpha / beta)**: 8.5 / 8.5 eV
**Energy above the lowest of the compared OMol25 structures with the same formula, charge and spin**: 0.932 eV
**M**: 194.0 g/mol

Geometry (Å):
C (0.187, 1.287, 0.207)
C (-0.542, 0.560, 1.066)
N (0.979, 0.725, -0.775)
N (-0.867, -0.755, 0.679)
N (0.443, -0.216, -1.456)
N (-0.693, -1.206, -0.524)
F (0.291, 2.597, 0.315)
F (-0.966, 0.965, 2.312)
F (2.432, 0.063, 0.010)
F (-0.645, -1.904, 1.628)
F (1.245, -1.072, -2.058)
F (-1.864, -1.045, -1.404)

Force components x, y, z for each atom (eV/Å):
0.2331 0.5615 -0.1039
-0.3153 -1.6310 2.2697
1.8394 -0.6971 0.2166
-0.3347 -0.3625 0.3271
-2.9893 -0.6008 1.3484
0.7236 0.1934 -1.6211
0.0249 -0.1430 0.0408
0.5903 -0.7875 -2.9171
-1.6534 0.3323 -0.2200
-0.0077 2.3967 -1.0427
0.5488 0.3895 0.0549
1.3404 0.3485 1.6471

---

What did the second record say?
Computed, not measured: 2 unconnected molecules or ions with the total composition C4H10NS3, with wB97M-V/def2-TZVPD.

Computed properties:
**HOMO-LUMO gap**: 9.8 eV
**Total charge**: +1
**Energy above the lowest of the compared OMol25 structures with the same formula, charge and spin**: 1.724 eV
**M**: 168.3 g/mol

Geometry (Å):
C (-0.009, 1.667, 0.468)
C (-1.829, 0.009, 1.122)
C (0.453, 0.228, 0.379)
C (1.203, -0.244, -1.479)
N (-0.622, -0.663, 0.623)
S (-1.229, 1.602, 1.766)
S (2.570, -1.208, -1.049)
S (-0.292, -1.023, -2.234)
H (0.814, 2.448, 0.710)
H (-0.401, 2.020, -0.486)
H (-2.728, 0.046, 0.388)
H (-2.097, -0.724, 1.882)
H (1.390, 0.187, 0.849)
H (1.600, 0.689, -1.857)
H (-0.223, -1.395, 1.296)
H (-0.782, -1.267, -0.323)
H (3.121, -1.390, -2.380)
H (0.233, -2.261, -1.830)

Force components x, y, z for each atom (eV/Å):
1.0844 1.2107 -0.7268
-1.7893 -0.4474 0.2472
2.2509 2.0431 -4.3849
-2.7003 1.1671 2.6054
1.9620 -3.4991 -0.4083
-0.8269 -0.1691 0.3628
1.6056 -1.4707 -1.5353
2.0158 -0.9565 0.3496
-1.2009 -1.6904 -0.0653
-0.4410 -0.0175 0.0004
1.9971 0.0777 0.7507
-0.8055 0.8349 0.5416
0.6842 -1.2294 1.4079
-0.9947 0.3021 -0.4731
-1.1965 1.1938 -0.7718
-0.1148 1.4744 0.9442
-0.8263 0.2969 1.9316
-0.7039 0.8793 -0.7759

---

Q: Which of these has the lowest M?
A: C4H6N2

---

Q: Which of these has the highest M?
A: C17H18BCl3O2S